# 1
104
Properties=species:S:1:pos:R:3:forces:R:3 method="wB97M-V/def2-TZVPD" orbital_gap_ev=7.19 multiplicity=1 charge=+1
Ta 0.052 -0.843 -0.278 -0.4 0.0 -1.6
C 0.147 0.552 6.479 0.0 0.0 0.1
C -0.294 0.467 5.046 0.0 0.0 0.0
C -0.337 1.599 4.232 0.0 0.0 0.0
C -0.671 1.496 2.904 0.2 -0.1 0.0
C -0.978 0.266 2.315 0.1 -0.4 0.2
N -1.297 0.179 0.924 0.0 0.4 0.3
C -2.425 0.970 0.614 -0.1 0.1 -0.1
C -3.218 1.542 1.629 0.0 0.0 0.0
C -4.239 2.432 1.374 0.0 0.0 0.0
C -4.586 2.790 0.078 0.0 0.0 0.0
C -5.708 3.747 -0.207 0.0 0.0 0.0
C -3.914 2.137 -0.937 0.0 0.0 0.0
C -2.870 1.247 -0.687 0.0 -0.1 0.1
N -2.417 0.464 -1.798 0.1 0.0 -0.1
C -2.710 0.746 -3.092 -0.1 0.0 0.0
C -2.890 -0.439 -3.754 0.1 0.1 0.0
C -2.653 -1.416 -2.774 0.0 -0.2 0.0
N -2.352 -0.886 -1.605 -0.1 0.2 0.1
C -0.985 -0.853 3.134 -0.2 0.1 0.0
C -0.628 -0.747 4.482 0.0 0.0 -0.1
N -1.411 -2.141 2.667 -0.1 0.0 -0.1
C -1.841 -3.134 3.478 0.0 -0.1 0.0
C -2.155 -4.219 2.702 0.0 0.1 0.1
C -1.898 -3.781 1.403 -0.2 0.0 -0.1
N -1.459 -2.525 1.371 0.2 -0.2 0.2
H 0.062 1.569 6.857 0.0 0.0 0.0
H -0.450 -0.098 7.119 0.0 0.0 0.0
H 1.190 0.248 6.582 0.0 0.0 0.0
H -0.092 2.569 4.649 0.0 0.0 0.0
H -0.700 2.383 2.287 0.0 0.0 0.0
H -3.017 1.299 2.659 0.0 0.0 0.0
H -4.785 2.847 2.213 0.0 0.0 0.0
H -5.707 4.573 0.505 0.0 0.0 0.0
H -5.628 4.167 -1.209 0.0 0.0 0.0
H -6.677 3.251 -0.130 0.0 0.0 0.0
H -4.244 2.286 -1.956 0.0 0.0 0.0
H -2.798 1.764 -3.427 0.0 0.0 0.0
H -3.127 -0.585 -4.792 0.0 0.0 0.0
H -2.660 -2.488 -2.893 0.0 0.0 0.0
H -0.571 -1.634 5.098 0.0 0.0 0.0
H -1.926 -2.989 4.539 0.0 0.0 0.0
H -2.543 -5.169 3.023 0.0 0.0 0.0
H -2.071 -4.342 0.493 0.1 0.0 0.0
O 1.653 0.967 1.529 0.3 0.2 0.1
S 1.950 1.712 0.338 -0.3 0.1 0.3
O 3.322 1.804 -0.077 0.0 0.0 -0.1
N 0.986 1.072 -0.823 0.6 -0.3 0.0
C 1.230 1.558 -2.123 -0.2 0.1 -0.1
C 1.813 2.762 -2.448 0.0 0.0 -0.1
C 2.026 3.124 -3.794 0.0 0.0 0.0
C 1.687 2.295 -4.819 0.0 0.0 0.0
C 1.098 1.045 -4.527 0.0 0.0 0.0
C 0.797 0.087 -5.516 0.0 0.0 0.0
C 0.292 -1.123 -5.134 0.0 0.0 0.0
C 0.042 -1.351 -3.774 -0.1 0.0 0.0
N 0.271 -0.477 -2.819 -0.1 -0.1 -0.1
C 0.837 0.700 -3.183 0.1 0.2 0.2
C 1.326 3.352 0.609 0.0 -0.1 0.0
C 2.129 4.237 1.313 0.1 0.0 0.0
C 1.629 5.490 1.634 0.0 0.0 0.0
C 0.345 5.850 1.248 0.0 0.0 0.0
C -0.447 4.958 0.538 0.0 0.0 0.0
C 0.043 3.701 0.215 -0.1 0.0 0.0
H 2.146 3.451 -1.689 0.0 0.0 0.0
H 2.490 4.080 -3.999 0.0 0.0 0.0
H 1.877 2.562 -5.850 0.0 0.0 0.0
H 0.992 0.314 -6.556 0.0 0.0 0.0
H 0.070 -1.902 -5.850 0.0 0.0 0.0
H -0.361 -2.307 -3.475 0.0 0.0 0.0
H 3.132 3.949 1.601 0.0 0.0 0.0
H 2.246 6.189 2.183 0.0 0.0 0.0
H -0.038 6.830 1.499 0.0 0.0 0.0
H -1.448 5.237 0.236 0.0 0.0 0.0
H -0.571 2.991 -0.325 0.0 0.0 0.0
O -0.524 -2.772 -1.199 0.0 -0.4 -0.3
C 0.311 -3.930 -1.400 0.1 -0.1 0.1
C 1.607 -3.492 -2.031 -0.1 0.1 0.1
C 2.378 -4.338 -2.816 0.0 0.0 0.1
C 3.569 -3.843 -3.323 0.0 0.0 0.0
C 3.939 -2.536 -3.036 0.0 0.0 0.0
C 3.098 -1.767 -2.251 0.0 -0.1 -0.1
N 1.955 -2.243 -1.763 0.1 0.2 -0.1
H -1.263 -3.016 -0.622 -0.1 0.0 -0.1
H -0.225 -4.631 -2.043 0.0 0.0 0.0
H 0.496 -4.398 -0.430 0.0 0.0 0.0
H 2.053 -5.349 -3.023 0.0 0.0 0.0
H 4.200 -4.469 -3.940 0.0 0.0 0.0
H 4.862 -2.120 -3.414 0.0 0.0 0.0
H 3.341 -0.740 -1.996 0.0 0.0 0.0
C 2.212 -3.686 1.491 0.0 0.0 0.0
C 2.267 -2.159 1.597 0.2 -0.2 -0.3
C 3.642 -1.665 1.133 0.1 0.0 0.0
C 2.069 -1.773 3.058 0.0 0.0 0.0
N 1.230 -1.589 0.747 0.3 0.4 1.5
H 2.938 -4.130 2.174 0.0 0.0 0.0
H 2.464 -4.023 0.484 0.0 0.0 0.0
H 1.221 -4.058 1.766 0.0 0.0 0.0
H 4.401 -1.992 1.846 0.0 0.0 0.0
H 3.673 -0.580 1.077 0.0 0.0 0.0
H 3.906 -2.079 0.162 0.0 0.0 0.0
H 2.932 -2.114 3.633 0.0 0.0 0.0
H 1.190 -2.266 3.465 0.0 0.0 0.0
H 1.973 -0.697 3.175 0.0 0.0 0.0

---

# 2
103
Properties=species:S:1:pos:R:3:forces:R:3 method="wB97M-V/def2-TZVPD" orbital_gap_ev="6.00 / 7.39" s_squared=3.78 multiplicity=4 charge=-1
V -1.171 0.545 1.251 -0.8 0.1 -0.6
C -4.214 0.659 -1.907 0.0 0.2 0.1
C -4.361 2.166 -1.689 -0.1 -0.1 0.1
N -4.582 2.520 -0.306 0.2 0.0 0.0
C -5.851 2.189 0.284 -0.1 0.0 0.0
C -7.060 2.873 -0.376 0.2 -0.1 0.1
C -3.825 3.576 0.311 0.1 -0.2 0.1
C -2.976 3.169 1.574 -0.4 -0.1 -0.1
N -2.746 1.742 1.664 -0.4 0.7 -0.3
C -2.358 1.178 2.821 -1.1 0.4 1.9
C -2.587 -0.237 2.941 -0.5 0.5 -0.2
F -3.522 -0.774 2.128 -0.2 -0.2 0.2
C -2.179 -0.955 4.053 0.4 0.1 0.4
F -2.516 -2.247 4.148 -0.1 -0.2 -0.1
C -1.479 -0.373 5.082 -0.1 -0.1 -0.1
C -1.274 1.003 5.010 -0.1 0.0 -0.1
F -0.641 1.612 6.027 0.1 0.1 0.1
C -1.700 1.758 3.952 0.0 -0.1 0.0
F -1.502 3.087 3.997 0.0 0.2 0.0
H -3.841 0.451 -2.913 -0.1 0.0 0.0
H -5.169 0.146 -1.783 0.0 -0.1 0.0
H -3.509 0.255 -1.181 0.0 -0.1 0.0
H -5.168 2.548 -2.338 0.1 0.0 -0.1
H -3.445 2.657 -2.010 0.1 0.0 0.0
H -5.810 2.476 1.337 0.0 -0.1 0.0
H -5.994 1.103 0.265 0.0 0.0 0.1
H -6.890 3.948 -0.460 0.0 0.0 0.0
H -7.962 2.709 0.218 0.0 0.0 0.0
H -7.234 2.469 -1.374 0.0 0.1 0.0
H -4.500 4.383 0.629 0.1 0.1 0.0
H -3.160 4.007 -0.440 0.0 -0.1 0.0
H -3.516 3.497 2.469 0.0 0.1 0.0
H -2.040 3.741 1.555 -0.1 0.1 0.0
H -1.134 -0.945 5.930 0.0 0.0 0.0
C 7.507 0.669 0.093 -0.1 0.0 0.0
C 6.028 0.453 -0.085 0.0 -0.1 0.0
C 5.199 1.444 -0.586 0.0 0.0 0.0
C 3.832 1.244 -0.750 -0.1 0.1 0.0
C 3.004 2.387 -1.268 0.0 0.0 0.0
C 3.252 0.010 -0.417 -0.1 0.1 0.0
As 1.303 -0.468 -0.623 0.4 -0.1 -0.4
N 0.429 0.795 0.381 1.9 0.6 -1.3
C 1.022 1.459 1.441 0.9 0.5 0.2
C 0.741 2.826 1.653 -0.1 -0.2 -0.1
C 1.304 3.522 2.710 0.1 0.0 0.2
C 2.185 2.895 3.577 -0.1 0.1 0.0
C 2.489 1.551 3.381 0.0 -0.1 0.0
C 1.921 0.843 2.341 -0.1 0.0 -0.1
C 1.069 0.052 -2.551 -0.1 0.2 0.0
C 1.708 -0.845 -3.425 0.1 0.0 0.2
C 2.623 -1.931 -2.913 0.0 0.1 -0.1
C 1.559 -0.730 -4.803 0.0 0.0 -0.1
C 0.779 0.262 -5.365 0.0 0.0 -0.1
C 0.580 0.381 -6.853 0.0 0.0 0.1
C 0.149 1.149 -4.504 0.0 -0.1 0.0
C 0.261 1.064 -3.120 0.1 -0.1 0.0
C -0.486 2.111 -2.337 0.1 0.0 0.0
C 4.084 -0.992 0.111 -0.1 -0.1 0.0
C 3.582 -2.356 0.534 0.0 0.1 0.0
C 5.447 -0.757 0.264 0.1 0.1 0.0
H 7.799 1.678 -0.196 0.0 0.0 0.0
H 8.074 -0.039 -0.516 0.0 0.0 0.0
H 7.796 0.512 1.134 0.0 0.0 0.0
H 5.623 2.408 -0.851 0.0 0.0 0.0
H 3.602 3.294 -1.361 0.0 0.0 0.0
H 2.182 2.588 -0.580 -0.1 0.0 -0.1
H 2.587 2.144 -2.245 -0.1 0.0 0.0
H 0.087 3.326 0.947 0.0 0.0 0.0
H 1.057 4.568 2.851 0.0 0.0 0.0
H 2.622 3.443 4.402 0.0 0.0 0.0
H 3.179 1.052 4.051 0.0 0.0 0.0
H 2.138 -0.211 2.205 0.1 0.0 0.0
H 2.277 -2.318 -1.953 0.1 -0.1 -0.1
H 3.633 -1.539 -2.763 0.0 0.0 0.1
H 2.681 -2.756 -3.623 0.0 0.0 0.0
H 2.070 -1.439 -5.448 0.0 0.0 0.0
H 1.266 -0.264 -7.402 0.0 0.0 0.0
H 0.733 1.411 -7.181 0.0 0.0 0.0
H -0.441 0.098 -7.121 0.0 0.0 -0.1
H -0.461 1.941 -4.929 0.0 0.0 0.0
H -1.146 2.667 -3.005 0.0 0.0 0.0
H 0.204 2.825 -1.886 0.0 0.0 0.2
H -1.073 1.669 -1.542 -0.1 0.0 0.2
H 2.505 -2.368 0.687 0.0 -0.1 0.0
H 4.069 -2.666 1.459 0.0 0.0 0.0
H 3.822 -3.100 -0.231 0.0 0.0 0.0
H 6.074 -1.544 0.675 0.0 0.0 0.0
F 0.318 -8.482 2.485 0.0 0.0 -0.2
C -0.077 -8.148 1.229 0.0 -0.2 0.0
F -1.171 -8.912 0.978 0.1 0.1 0.0
F 0.891 -8.580 0.395 -0.1 0.0 0.1
C -0.356 -6.693 1.094 0.0 0.2 0.0
C 0.327 -5.911 0.168 0.0 -0.2 0.0
C 0.057 -4.561 0.077 -0.1 0.1 0.1
C -0.896 -3.956 0.913 0.1 -0.2 -0.1
C -1.584 -4.763 1.833 0.0 0.1 0.0
C -1.314 -6.113 1.921 0.1 -0.1 -0.1
C -1.114 -2.557 0.835 0.0 0.2 -0.2
C -1.171 -1.335 0.743 -0.4 -1.9 0.0
H 1.069 -6.368 -0.474 0.0 0.0 0.0
H 0.578 -3.934 -0.636 0.0 0.0 0.0
H -2.324 -4.306 2.476 0.0 0.0 0.0
H -1.843 -6.734 2.634 0.0 0.0 0.0

---

# 3
100
Properties=species:S:1:pos:R:3:forces:R:3 method="wB97M-V/def2-TZVPD" orbital_gap_ev="7.09 / 8.13" s_squared=0.76 multiplicity=2 charge=+2
Ru -0.136 0.384 -0.278 0.2 -0.1 -0.1
Cl -0.109 -0.317 2.083 0.0 0.0 0.0
C -1.771 -0.161 2.633 0.0 0.0 0.0
C -2.049 -0.570 3.927 0.0 0.0 0.0
C -3.355 -0.484 4.374 0.0 0.0 0.0
C -4.356 -0.004 3.534 0.0 0.0 0.0
C -4.047 0.396 2.248 0.0 0.0 0.0
C -2.733 0.330 1.773 0.0 0.0 0.0
P -2.318 0.874 0.084 -0.1 -0.1 0.0
C -3.591 -0.010 -0.883 0.0 0.0 0.0
C -3.887 -1.319 -0.496 0.0 0.0 0.0
C -4.847 -2.056 -1.171 0.0 0.0 0.0
C -5.510 -1.505 -2.260 0.0 0.0 0.0
C -5.218 -0.209 -2.655 0.0 0.0 0.0
C -4.272 0.538 -1.968 0.0 0.1 0.0
C -2.778 2.640 0.089 0.0 0.0 0.0
C -3.014 3.310 1.291 0.0 0.0 0.0
C -3.353 4.656 1.295 0.0 0.0 0.0
C -3.480 5.351 0.102 0.0 0.0 0.0
C -3.237 4.700 -1.099 0.0 0.0 0.0
C -2.872 3.363 -1.103 0.0 0.0 0.0
H -1.262 -0.952 4.562 0.0 0.0 0.0
H -3.595 -0.799 5.380 0.0 0.0 0.0
H -5.377 0.054 3.886 0.0 0.0 0.0
H -4.828 0.766 1.595 0.0 0.0 0.0
H -3.391 -1.752 0.362 0.0 0.0 0.0
H -5.089 -3.056 -0.836 0.0 0.0 0.0
H -6.265 -2.076 -2.784 0.0 0.0 0.0
H -5.747 0.236 -3.488 0.0 0.0 0.0
H -4.105 1.561 -2.274 0.0 -0.1 0.0
H -2.935 2.789 2.235 0.0 0.0 0.0
H -3.536 5.156 2.238 0.0 0.0 0.0
H -3.767 6.394 0.107 0.0 0.0 0.0
H -3.324 5.234 -2.036 0.0 0.0 0.0
H -2.654 2.900 -2.056 0.0 0.0 0.0
Br 2.411 -0.098 -0.334 0.1 0.0 0.0
C 3.047 0.812 1.246 0.0 0.0 0.0
C 4.214 0.294 1.726 0.0 0.0 0.0
C 4.753 0.768 2.935 0.0 0.0 0.0
C 4.070 1.704 3.649 0.0 0.0 0.0
C 2.856 2.251 3.169 0.0 0.0 0.0
C 2.159 3.196 3.966 0.0 0.0 0.0
C 0.989 3.747 3.544 0.0 0.0 0.0
C 0.495 3.420 2.266 0.0 0.0 0.0
C 1.155 2.532 1.479 0.0 0.0 0.0
C 2.333 1.854 1.904 0.0 0.0 0.0
H 4.714 -0.502 1.192 0.0 0.0 0.0
H 5.684 0.357 3.299 0.0 0.0 0.0
H 4.445 2.048 4.604 0.0 0.0 0.0
H 2.581 3.464 4.925 0.0 0.0 0.0
H 0.456 4.456 4.161 0.0 0.0 0.0
H -0.401 3.890 1.882 0.0 0.0 0.0
C 0.212 5.095 -0.619 0.0 0.0 0.0
N 1.437 4.333 -0.784 0.0 0.0 0.0
C 2.540 5.035 -1.420 0.0 0.0 0.0
C 1.428 2.982 -0.837 0.0 -0.1 0.0
O 0.635 2.339 0.173 0.0 0.1 0.1
H -0.046 5.602 -1.554 0.0 0.0 0.0
H 0.343 5.847 0.160 0.0 0.0 0.0
H -0.604 4.433 -0.348 0.0 0.0 0.0
H 2.653 6.012 -0.952 0.0 0.0 0.0
H 2.355 5.183 -2.488 0.0 0.0 0.0
H 3.464 4.477 -1.287 0.0 0.0 0.0
H 2.395 2.517 -0.992 0.0 0.0 0.0
O -0.429 -1.711 -0.495 -0.7 0.1 -0.1
C -0.125 -2.659 -1.228 0.4 0.0 0.1
C 0.356 -2.533 -2.639 0.0 0.0 0.0
C -0.591 -3.377 -3.531 0.0 0.0 0.0
C -2.041 -3.517 -3.007 0.0 0.0 0.0
C -2.298 -4.633 -1.977 0.0 0.0 0.0
C -1.696 -4.366 -0.599 0.0 0.0 0.0
N -0.295 -3.940 -0.788 0.0 0.0 0.0
H 1.387 -2.891 -2.718 0.0 0.0 0.0
H 0.349 -1.484 -2.923 0.0 0.0 0.0
H -0.170 -4.375 -3.677 0.0 0.0 0.0
H -0.607 -2.914 -4.518 0.0 0.0 0.0
H -2.683 -3.713 -3.868 0.0 0.0 0.0
H -2.390 -2.563 -2.592 0.0 0.0 0.0
H -1.890 -5.571 -2.366 0.0 0.0 0.0
H -3.372 -4.792 -1.874 0.0 0.0 0.0
H -1.719 -5.252 0.033 0.0 0.0 0.0
H -2.212 -3.565 -0.073 0.0 0.0 0.0
H 0.168 -4.594 -1.409 0.0 0.0 0.0
C 1.412 0.692 -3.837 0.0 0.0 0.0
Te -0.254 1.385 -2.691 -0.1 0.1 -0.1
C -1.435 0.127 -3.968 0.0 0.0 0.0
C -0.542 -0.226 -5.130 0.0 0.0 0.0
C -1.073 -0.824 -6.272 0.0 0.0 0.0
C -0.250 -1.171 -7.329 0.0 0.0 0.0
C 1.115 -0.916 -7.258 0.0 0.0 0.0
C 1.647 -0.311 -6.133 0.0 0.0 0.0
C 0.824 0.038 -5.064 0.0 0.0 0.0
H 2.009 0.000 -3.243 0.0 0.0 0.0
H 2.033 1.551 -4.085 0.0 0.0 0.0
H -2.311 0.691 -4.285 0.0 0.0 0.0
H -1.780 -0.744 -3.413 0.0 0.0 0.0
H -2.139 -1.012 -6.330 0.0 0.0 0.0
H -0.671 -1.630 -8.213 0.0 0.0 0.0
H 1.760 -1.178 -8.085 0.0 0.0 0.0
H 2.709 -0.100 -6.085 0.0 0.0 0.0

---

# 4
103
Properties=species:S:1:pos:R:3:forces:R:3 method="wB97M-V/def2-TZVPD" orbital_gap_ev=6.82 multiplicity=1
Pt 0.696 1.364 -1.249 -1.5 -0.2 0.4
C 6.584 -0.039 3.006 0.0 0.1 0.0
C 5.823 -0.948 2.283 0.0 0.0 -0.1
C 4.803 -0.501 1.454 0.2 0.2 0.1
C 4.522 0.864 1.341 -0.4 -0.4 0.6
C 5.295 1.765 2.076 -0.1 0.0 0.0
C 6.322 1.320 2.898 0.1 0.0 0.0
P 3.165 1.543 0.311 0.5 0.4 0.0
C 1.421 -0.489 1.169 -0.8 -1.5 0.1
C 1.299 -1.574 0.269 0.3 0.3 0.6
C 1.548 -2.882 0.666 0.1 0.1 -0.1
C 1.900 -3.166 1.978 0.0 0.0 0.0
C 2.013 -2.118 2.884 0.1 -0.1 0.1
C 1.789 -0.810 2.497 -0.1 0.3 -0.3
C 3.544 0.753 -1.237 0.2 -0.6 0.0
C 4.741 0.174 -1.676 -0.1 0.1 0.1
C 4.815 -0.365 -2.947 -0.1 0.0 -0.2
C 3.698 -0.330 -3.787 0.1 0.0 0.1
C 2.509 0.232 -3.342 0.1 0.2 0.2
C 2.421 0.788 -2.050 -0.5 -0.3 -0.3
H 7.383 -0.387 3.648 0.0 0.0 0.0
H 6.029 -2.010 2.358 0.0 0.0 0.0
H 4.235 -1.213 0.875 -0.2 -0.1 -0.1
H 5.088 2.828 1.999 0.0 0.0 0.0
H 6.916 2.035 3.454 0.0 0.0 0.0
H 1.027 -1.364 -0.747 -0.1 0.1 -0.3
H 1.453 -3.682 -0.060 0.0 0.0 0.0
H 2.100 -4.186 2.288 0.0 0.1 0.0
H 2.310 -2.320 3.908 0.0 0.0 0.0
H 1.929 -0.015 3.219 0.0 -0.1 0.0
H 5.605 0.143 -1.022 0.0 0.0 0.0
H 5.736 -0.823 -3.287 0.0 0.0 0.0
H 3.750 -0.757 -4.783 0.0 0.0 0.1
H 1.656 0.248 -4.010 -0.1 -0.1 0.0
C 1.181 0.880 0.712 3.9 1.4 -1.4
C 0.880 1.994 1.665 -1.3 0.0 0.4
C 0.151 1.760 2.839 -0.1 0.0 -0.1
C -0.186 2.788 3.710 0.0 0.0 0.0
C 0.183 4.093 3.423 0.0 0.0 0.0
C 0.871 4.356 2.246 0.0 0.0 0.0
C 1.204 3.329 1.377 -0.2 0.1 0.0
H -0.171 0.750 3.072 0.1 0.1 0.0
H -0.745 2.566 4.612 0.0 0.0 0.0
H -0.073 4.899 4.103 0.0 -0.1 -0.1
H 1.151 5.375 1.995 0.0 -0.1 0.0
H 1.743 3.552 0.467 -0.2 0.1 0.0
Cl -1.077 1.481 -4.009 0.0 -0.1 -0.2
C -1.453 2.216 -5.587 0.0 -0.1 0.1
Cl -2.874 1.478 -6.331 0.0 0.0 0.0
H -0.605 2.067 -6.239 0.1 0.0 -0.1
H -1.653 3.266 -5.427 0.0 0.1 0.0
C -3.479 -3.874 2.204 0.0 -0.1 0.0
C -3.024 -2.471 1.770 0.0 0.1 0.0
C -2.501 -1.768 3.033 0.0 0.1 0.0
C -1.864 -2.676 0.797 0.0 -0.1 0.1
C -4.242 -1.681 1.170 -0.1 -0.2 0.2
O -5.318 -1.805 2.130 0.0 0.1 -0.1
C -4.798 -2.207 -0.174 0.2 0.0 -0.2
C -4.279 -1.682 -1.535 0.0 0.0 0.1
C -3.022 -2.313 -2.083 0.0 0.1 -0.1
C -1.881 -1.548 -2.295 0.0 0.1 0.0
C -0.703 -2.113 -2.762 0.0 0.1 0.0
C -0.673 -3.470 -3.032 -0.1 0.0 0.0
Cl 0.797 -4.197 -3.604 0.1 0.0 0.0
C -1.804 -4.256 -2.859 0.0 0.0 0.0
C -2.971 -3.670 -2.392 0.0 0.0 0.0
C -4.127 -0.145 1.201 0.2 -0.1 0.0
N -3.186 0.531 0.314 0.0 0.2 0.2
C -1.856 0.595 0.332 0.0 0.0 0.0
N -1.433 1.447 -0.587 0.1 0.2 0.2
C -2.588 1.925 -1.132 0.1 -0.2 0.1
N -3.669 1.396 -0.611 0.1 0.2 0.0
H -2.596 -4.456 2.480 -0.1 0.0 0.0
H -3.983 -4.424 1.402 0.1 0.1 0.1
H -4.129 -3.844 3.082 0.0 0.0 0.0
H -1.817 -2.437 3.561 0.0 0.0 0.0
H -3.318 -1.511 3.711 0.0 0.0 0.0
H -1.935 -0.858 2.808 -0.1 -0.1 0.0
H -0.981 -2.999 1.357 -0.1 0.0 0.0
H -1.583 -1.785 0.244 0.0 -0.1 0.0
H -2.090 -3.450 0.062 0.0 0.0 0.0
H -5.606 -2.723 2.143 0.0 0.0 0.0
H -5.861 -1.963 -0.141 0.0 0.0 0.1
H -4.742 -3.301 -0.162 0.0 0.1 -0.1
H -4.151 -0.600 -1.508 -0.1 -0.2 -0.1
H -5.089 -1.853 -2.249 0.0 -0.1 0.0
H -1.900 -0.481 -2.075 0.0 -0.3 -0.1
H 0.188 -1.507 -2.906 -0.1 0.0 0.0
H -1.766 -5.314 -3.090 0.0 0.1 0.0
H -3.855 -4.289 -2.255 0.1 0.0 0.0
H -3.920 0.152 2.224 0.0 0.1 0.1
H -5.098 0.257 0.939 -0.1 0.0 -0.1
H -1.218 0.033 0.995 -0.1 0.1 -0.1
H -2.618 2.652 -1.927 0.0 -0.1 0.0
N 1.010 4.629 -2.333 0.0 0.1 0.0
C 0.948 5.938 -2.008 0.1 0.0 0.0
C -0.229 6.112 -1.322 -0.1 0.1 0.1
C -0.806 4.828 -1.272 0.1 0.0 0.0
N -0.046 3.935 -1.894 -0.1 0.1 -0.1
H 1.752 4.138 -2.802 0.1 0.0 0.0
H 1.733 6.628 -2.278 -0.1 -0.1 0.0
H -0.606 7.027 -0.891 0.0 -0.1 -0.1
H -1.724 4.523 -0.790 0.1 0.0 -0.1

---

ΔE to the lowest compared entry with this formula, charge and spin values, unit kcal/mol, following the record order: 34.7; 59.6; 34.5; 27.5.